(1)
This record from the Open Molecules 2025 dataset describes C20H36F3N2O6Ti as an isolated structure in a non-equilibrium geometry. The level of theory is ωB97M-V/def2-TZVPD.

F_max ... 2.1 eV Å⁻¹
Charge ... 0
Orbital gap (alpha / beta) ... 0.137 / 0.306 Ha
LUMO level (alpha / beta) ... 0.53 / 0.51 eV
E_HOMO (alpha / beta) ... -3.2 / -7.8 eV
Electronic energy ... -2493.66228 a.u.
Multiplicity ... 4

```
68
Properties=species:S:1:pos:R:3:forces:R:3:lowdin_spin:R:1
Ti 0.3031 0.4251 -0.0717 -0.60 -0.56 0.19 2.232
C 2.4648 2.2959 -0.4399 -0.99 0.21 1.82 0.005
O 1.8532 1.4656 -1.4275 -0.29 -0.08 -0.90 0.029
O 1.7989 2.0364 0.6866 -0.08 -0.48 0.01 0.036
C 3.9400 1.9126 -0.3282 0.19 -0.08 -0.59 0.001
F 4.0973 0.5776 -0.3112 0.19 0.02 0.08 0.001
F 4.6494 2.3732 -1.4113 -0.07 -0.15 0.33 0.000
F 4.5175 2.4127 0.7624 0.07 0.05 -0.06 0.000
C 2.0605 1.6763 -2.8194 -0.70 -0.27 0.04 0.004
C 0.8693 1.1026 -3.5664 0.28 0.01 -0.45 0.014
H -0.0318 1.6552 -3.3025 -0.11 -0.21 0.12 0.003
H 1.0315 1.2294 -4.6423 0.01 0.06 0.04 0.001
H 0.7427 0.0330 -3.3995 -0.10 0.05 0.26 0.004
H 2.9779 1.1638 -3.1101 0.19 0.35 -0.19 0.000
H 2.0592 2.7475 -3.0379 0.58 0.04 0.10 0.001
H 2.3983 3.3772 -0.6698 0.23 -0.07 -0.76 0.001
O -1.3086 -0.3745 -1.3368 0.79 0.53 0.73 0.079
C -2.0117 -1.0112 -2.1121 -0.07 -0.36 -0.30 0.195
O -3.1802 -0.5241 -2.5998 -0.27 -0.16 -0.18 0.065
C -3.5666 0.7761 -2.1626 -0.10 0.22 -0.18 0.004
C -4.8119 1.1871 -2.9085 -0.21 0.28 0.08 0.000
C -1.6227 -2.3334 -2.6930 -0.01 0.31 -0.05 0.032
H -2.7628 1.4791 -2.3967 0.04 -0.05 0.37 0.001
H -3.7816 0.7729 -1.0907 0.37 -0.02 0.01 0.002
H -5.6411 0.5019 -2.7317 0.08 -0.14 -0.15 0.000
H -4.6290 1.3070 -3.9757 -0.04 -0.20 -0.03 0.000
H -5.1348 2.1607 -2.5293 0.06 0.00 -0.01 0.000
H -0.9087 -2.1783 -3.5155 0.05 -0.07 0.12 0.014
H -2.4745 -2.8691 -3.1035 -0.07 -0.04 0.10 0.001
H -1.1360 -2.9015 -1.9034 -0.02 -0.10 -0.16 0.004
O 1.7288 -1.7486 -0.5974 0.22 0.72 0.11 0.025
C 1.8883 -2.9174 -0.8356 -0.69 0.04 -0.19 0.008
O 2.9608 -3.4293 -1.4219 0.39 -0.27 -0.05 0.004
C 4.1149 -2.5751 -1.6123 0.05 -0.21 0.06 0.000
C 4.9163 -2.4701 -0.3348 0.14 0.14 -0.27 0.000
C 0.8484 -3.9646 -0.5558 0.49 -0.57 0.52 0.002
H 3.8001 -1.6076 -1.9992 -0.05 0.01 0.09 0.000
H 4.7113 -3.1046 -2.3528 -0.15 0.10 -0.18 0.000
H 5.7726 -1.8235 -0.5298 -0.01 0.07 0.10 0.000
H 5.3054 -3.4487 -0.0548 -0.12 -0.02 0.12 0.000
H 4.3312 -2.0327 0.4670 -0.03 0.03 0.13 0.000
H 0.1211 -3.5758 0.1468 -0.23 0.19 -0.22 0.001
H 1.3288 -4.8283 -0.0844 0.00 0.04 -0.15 0.000
H 0.3911 -4.3198 -1.4758 -0.05 0.08 -0.03 0.001
C -1.9429 3.8947 3.5883 -0.14 -0.44 -0.40 0.001
C -2.0689 4.8339 2.3966 -0.32 1.02 0.71 0.002
C -1.1602 4.5213 1.2206 0.31 -0.31 0.04 0.006
C -1.3086 3.1699 0.6875 -0.16 0.17 -0.06 0.040
N -1.3763 2.1078 0.2579 0.41 -0.19 0.05 0.033
H -0.9863 4.0760 4.0749 0.00 -0.27 0.15 0.000
H -2.0165 2.8498 3.2716 0.27 0.02 0.00 0.000
H -2.7548 4.0164 4.3033 0.07 0.34 0.07 0.000
H -1.7663 5.8271 2.7519 0.01 -0.02 -0.13 0.000
H -3.1111 4.9945 2.1103 0.04 -0.43 -0.29 0.000
H -0.1136 4.5742 1.5427 -0.03 0.02 -0.06 0.000
H -1.2899 5.2383 0.4107 -0.03 0.01 -0.03 0.002
C -2.2560 -1.9959 4.7227 0.58 0.07 0.41 0.001
C -1.0286 -2.9028 4.6118 -0.23 -0.27 -0.38 0.003
C -0.6809 -3.2544 3.1574 0.15 -0.38 -0.02 0.013
C -0.5211 -2.0755 2.3148 -0.29 -0.36 0.09 0.064
N -0.3889 -1.1546 1.6449 0.38 0.99 -0.76 0.055
H -2.4291 -1.7786 5.7782 -0.09 0.06 -0.05 0.000
H -3.1573 -2.4656 4.3332 0.03 0.01 -0.18 0.000
H -2.0601 -1.0483 4.2174 -0.22 -0.04 -0.06 0.000
H -1.2402 -3.8514 5.1113 0.20 0.08 0.14 0.000
H -0.1447 -2.4492 5.0593 -0.13 0.06 0.20 0.000
H -1.4314 -3.9366 2.7467 -0.17 0.33 -0.16 0.004
H 0.2530 -3.8215 3.0749 0.03 0.10 0.26 0.002
```
Forces are in eV/Å.

=====

(2)
This record from the Open Molecules 2025 dataset describes C52H45BrCsN4O7PS2 as an isolated structure in a non-equilibrium geometry. The level of theory is ωB97M-V/def2-TZVPD.

F_max ... 1.6 eV Å⁻¹
Charge ... -2
Orbital gap ... 0.115 Ha
LUMO level ... 2.42 eV
E_HOMO ... -0.7 eV
Electronic energy ... -6485.99098 a.u.
Multiplicity ... 1
Relative energy (zero: lowest compared OMol25 entry of this formula, charge and spin) ... 2.546 eV

```
113
Properties=species:S:1:pos:R:3:forces:R:3:lowdin_charge:R:1
Cs 1.3901 -1.0675 -0.2992 -1.51 0.00 -0.34 1.370
C -1.5958 2.2036 -1.8399 0.06 -0.05 -0.13 -0.069
C -0.3964 2.0838 -1.2708 -0.11 0.04 0.04 -0.083
C -0.2613 1.4577 0.0441 0.00 0.35 0.04 -0.240
C -1.2859 0.9983 0.7780 -0.01 -0.02 0.10 -0.347
C -2.7042 0.9328 0.2119 -0.10 0.14 -0.02 -0.199
C -2.7499 1.4502 -1.2843 0.01 0.03 -0.02 -0.187
P -0.9751 0.4657 2.5242 -0.02 -0.13 -0.03 1.078
C -2.1209 1.6413 3.3605 -0.05 0.00 0.14 -0.453
C -2.4982 2.8605 2.8098 -0.01 0.00 -0.05 -0.118
C -3.3150 3.7459 3.4953 -0.06 0.08 0.03 -0.088
C -3.7652 3.4233 4.7686 0.00 -0.06 0.04 -0.110
C -3.3989 2.2075 5.3380 -0.01 0.04 -0.06 -0.105
C -2.5918 1.3232 4.6343 0.06 0.14 -0.01 -0.174
C 0.6491 1.2141 2.9845 0.13 -0.34 0.16 -0.439
C 0.7535 2.2527 3.9170 -0.13 0.16 -0.07 -0.140
C 1.9983 2.6856 4.3578 0.00 -0.02 -0.04 -0.144
C 3.1368 2.0784 3.8420 -0.04 0.00 -0.01 -0.142
C 2.9989 1.0408 2.9239 0.09 0.02 -0.14 -0.206
C 1.7726 0.5129 2.4719 -0.06 0.20 0.24 -0.216
H -1.7108 2.7145 -2.7925 -0.02 0.02 0.03 0.099
H 0.4971 2.4881 -1.7340 -0.01 0.06 0.06 0.100
H 0.7413 1.4396 0.4583 -0.06 0.29 0.14 0.020
H -3.3930 1.4354 0.8947 0.05 0.04 -0.04 0.094
H -3.7109 1.9298 -1.4855 -0.01 -0.04 0.00 0.140
H -2.1469 3.0993 1.8158 0.04 0.08 -0.05 0.081
H -3.6018 4.6899 3.0354 0.02 -0.12 0.08 0.092
H -4.4048 4.1108 5.3097 0.00 -0.01 0.02 0.088
H -3.7549 1.9417 6.3266 0.00 0.01 0.00 0.092
H -2.3181 0.3675 5.0679 -0.01 0.00 0.02 0.096
H -0.1315 2.7436 4.3111 0.01 0.00 0.00 0.084
H 2.0718 3.4948 5.0767 0.01 0.00 0.01 0.084
H 4.1230 2.4191 4.1457 0.00 0.00 0.01 0.086
H 3.9283 0.6119 2.5349 0.00 0.00 0.01 0.073
O 0.9630 -8.1795 -5.5733 -0.79 -0.53 -0.50 0.060
N 1.7123 -7.4785 -4.9434 -0.61 0.84 0.63 -0.358
O 2.9059 -7.6167 -4.9595 1.24 -0.16 0.00 0.063
C 1.1325 -6.3925 -4.0970 0.13 -0.58 -0.45 -0.069
C -0.2186 -6.3565 -4.0611 -0.03 0.24 0.21 0.062
C -0.9050 -5.3813 -3.2789 0.14 -0.12 -0.08 -0.142
C -2.3119 -5.3128 -3.2135 -0.02 0.03 0.02 -0.010
C -2.8821 -4.3473 -2.4379 0.00 0.08 0.06 -0.013
C -2.0421 -3.4558 -1.7337 0.04 0.02 0.13 -0.057
N -0.7277 -3.5039 -1.7716 -0.05 -0.13 -0.16 0.148
C -0.1598 -4.4564 -2.5390 -0.07 0.11 0.07 -0.139
C 1.2928 -4.5103 -2.5945 0.10 0.01 0.09 -0.131
N 1.9368 -3.5942 -1.8607 0.01 -0.04 -0.07 0.060
C 3.2409 -3.5506 -1.8717 0.08 -0.11 -0.10 -0.150
C 4.0129 -4.4508 -2.6192 -0.02 0.04 0.04 -0.035
C 3.3807 -5.4121 -3.3652 0.19 -0.01 -0.01 -0.004
C 1.9721 -5.4723 -3.3749 -0.19 0.14 0.10 -0.067
H -0.7869 -7.0774 -4.6281 0.02 -0.05 -0.05 0.124
H -2.9124 -6.0202 -3.7738 0.01 -0.01 -0.01 0.114
H -3.9507 -4.2270 -2.3304 -0.03 -0.03 -0.03 0.097
H -2.4789 -2.6841 -1.1025 0.00 -0.02 -0.04 0.106
H 3.6960 -2.7646 -1.2711 0.11 -0.06 -0.08 0.092
H 5.0926 -4.3835 -2.6115 0.01 0.00 0.00 0.104
H 3.9612 -6.1130 -3.9430 -0.07 0.09 0.07 0.095
Br -4.4646 -0.5513 2.7240 -0.09 -0.07 -0.04 0.816
C -5.0105 -1.4941 1.1555 0.09 0.14 0.06 -0.591
C -6.0025 -2.4215 1.3002 -0.07 -0.11 0.06 -0.201
C -6.5221 -3.1357 0.2053 0.12 0.12 0.02 -0.159
C -6.0251 -2.7819 -1.0430 -0.04 -0.08 -0.09 -0.125
C -5.0136 -1.8527 -1.2197 0.10 0.09 -0.05 -0.223
C -4.6844 -1.3906 -2.5571 -0.06 -0.02 -0.03 -0.093
C -3.7121 -0.5098 -2.8285 -0.03 -0.05 0.00 -0.055
C -2.8091 -0.0460 -1.7372 0.07 -0.01 -0.07 -0.240
C -3.2587 -0.3947 -0.3352 0.04 -0.10 0.05 -0.142
C -4.3450 -1.1915 -0.0890 -0.11 -0.16 -0.01 -0.202
H -6.3952 -2.5924 2.2964 -0.01 -0.01 -0.02 0.075
H -7.3112 -3.8643 0.3314 0.01 0.00 0.00 0.063
H -6.4617 -3.2175 -1.9417 -0.01 0.00 0.02 0.094
H -5.3092 -1.7646 -3.3675 0.00 0.01 0.02 0.097
H -3.5594 -0.1606 -3.8468 0.01 0.02 0.02 0.092
H -1.7678 -0.3517 -1.9434 0.00 0.01 0.02 0.134
C 3.3396 -2.3014 3.6089 0.04 0.00 0.00 -0.248
S 3.2950 -2.5921 1.8432 -0.16 -0.03 0.37 0.733
C 4.0800 -4.2155 1.8547 0.08 -0.02 0.05 -0.260
O 1.8685 -2.8605 1.5122 0.48 -1.27 0.85 -0.782
H 4.3713 -2.2083 3.9508 0.00 0.00 -0.02 0.057
H 2.8236 -3.1277 4.0982 0.00 -0.01 0.00 0.059
H 2.8005 -1.3632 3.7460 0.00 -0.01 0.00 0.022
H 5.1214 -4.1266 2.1677 0.00 0.01 0.01 0.050
H 4.0289 -4.6048 0.8389 0.00 0.02 -0.01 0.032
H 3.5241 -4.8696 2.5265 -0.01 0.01 0.00 0.054
C -1.7122 5.5240 0.3273 0.00 -0.03 0.03 -0.038
C -0.2108 5.4256 0.3090 0.03 0.01 0.00 -0.260
C 0.5200 6.0493 -0.7007 0.01 0.05 0.03 -0.048
C 1.9006 5.9453 -0.7525 0.01 0.04 -0.02 -0.071
C 2.5651 5.2013 0.2143 0.01 -0.15 -0.03 -0.275
C 1.8576 4.5612 1.2225 -0.08 -0.04 -0.04 -0.016
C 0.4762 4.6875 1.2674 0.04 -0.04 0.02 -0.011
S 4.3112 4.9312 0.0821 0.08 0.04 0.04 0.606
O 4.8433 5.9593 -0.7770 -0.07 0.00 -0.13 -0.321
O 4.8434 4.7667 1.4045 -0.07 0.01 0.04 -0.301
N 4.4895 3.5089 -0.6771 0.06 -0.16 0.21 -0.136
C 4.0396 3.3752 -2.0613 -0.15 -0.12 -0.06 -0.227
C 4.1532 1.9071 -2.4819 -0.03 0.11 0.06 -0.098
C 3.1711 0.9803 -1.7254 0.29 0.44 -0.25 -0.762
O 3.0639 1.1710 -0.4853 0.38 0.40 -0.12 -0.186
O 2.5669 0.1169 -2.3925 0.53 0.24 -0.83 -0.232
H -2.0434 6.5484 0.1440 0.01 -0.01 -0.05 0.075
H -2.1226 5.2028 1.2847 0.07 0.03 -0.04 0.048
H -2.1371 4.8820 -0.4488 -0.01 -0.01 0.01 0.080
H -0.0030 6.6238 -1.4582 0.01 0.00 0.00 0.108
H 2.4705 6.4403 -1.5283 0.00 -0.02 0.01 0.106
H 2.3655 3.9529 1.9606 0.04 -0.01 0.03 0.102
H -0.0612 4.1736 2.0552 -0.02 0.00 -0.01 0.098
H 4.1109 2.7183 -0.1302 -0.03 0.03 0.00 0.095
H 4.6517 4.0258 -2.6868 0.01 -0.05 -0.03 0.108
H 2.9920 3.6925 -2.1660 0.02 0.01 -0.02 0.113
H 5.1698 1.5576 -2.2755 0.01 0.01 0.00 0.114
H 3.9743 1.8061 -3.5519 -0.04 0.03 0.00 0.104
```
Forces are in eV/Å.

=====

(3)
This record from the Open Molecules 2025 dataset describes one molecule with the formula C6H9NO2 in a non-equilibrium geometry. The level of theory is ωB97M-V/def2-TZVPD.

F_max ... 8.6 eV Å⁻¹
Charge ... 0
Orbital gap ... 0.371 Ha
LUMO level ... 0.72 eV
E_HOMO ... -9.4 eV
SMILES ... C1=NO[C@@H]2C[C@@H](C1)CO2
Electronic energy ... -438.96311 a.u.
Multiplicity ... 1
Relative energy (zero: lowest compared OMol25 entry of this formula, charge and spin) ... 8.524 eV

```
18
Properties=species:S:1:pos:R:3:forces:R:3:nbo_charge:R:1
C -2.0343 0.2576 0.0039 2.49 -2.83 -0.96 0.035
N -1.7940 -1.0311 -0.2903 2.16 3.07 1.07 -0.099
O -0.3275 -1.4758 -0.5136 -0.45 -0.82 0.72 -0.482
C 0.8126 -1.1280 0.4199 -0.80 1.24 -1.76 0.369
C 0.3824 0.0735 1.1903 7.46 -0.83 -2.51 -0.427
C 0.1933 0.9787 -0.0897 3.33 -2.16 2.19 -0.316
C -1.0960 1.5179 0.0935 -6.48 4.28 -3.63 -0.448
C 1.6643 1.0361 -0.5189 0.44 -0.84 5.81 -0.035
O 1.9078 -0.4168 -0.3225 -0.19 -1.95 -1.63 -0.566
H -3.0769 0.2994 0.0501 -1.66 0.78 0.24 0.213
H 1.2002 -2.0918 0.8948 -0.33 1.55 -0.95 0.215
H -0.4058 -0.0260 1.7304 -4.85 -0.53 3.76 0.194
H 1.4242 0.1617 1.7924 -2.74 0.98 -0.79 0.224
H -0.1478 0.3292 -0.9190 1.08 0.06 0.53 0.275
H -1.6604 2.3650 0.7146 2.08 -1.84 -0.38 0.246
H -1.2808 1.9979 -1.0228 -0.35 -0.70 2.33 0.226
H 1.8758 1.5357 -1.3898 0.53 0.00 -2.76 0.197
H 2.4531 1.3718 0.2765 -1.74 0.57 -1.30 0.179
```
Forces are in eV/Å.